[1]
# C28H46BrCdN3P2

C28H46BrCdN3P2 as an isolated structure (ωB97M-V/def2-TZVPD, OMol25).

Positions of all 81 atoms, in Å:
N1 7.805 -5.856 1.376
C1 7.672 -4.678 1.985
C2 6.528 -3.869 1.890
C3 5.393 -4.281 1.114
C4 5.553 -5.543 0.484
C5 6.754 -6.263 0.665
C6 4.230 -3.379 1.041
Cd1 -0.220 -1.684 -0.059
P1 -4.353 -1.236 0.884
C7 2.972 -3.581 0.494
C8 1.922 -2.703 0.913
C9 0.609 -3.240 1.250
C10 0.067 -2.809 2.509
C11 0.681 -1.732 3.181
C12 1.637 -0.919 2.526
C13 2.200 -1.376 1.324
Br1 0.263 -1.435 4.919
H1 4.444 -2.417 1.538
H2 2.697 -4.440 -0.123
H3 6.537 -2.932 2.448
H4 4.795 -6.019 -0.138
H5 8.534 -4.393 2.583
H6 6.884 -7.243 0.205
H7 0.361 -4.234 0.878
H8 3.015 -0.849 0.810
H9 -0.641 -3.451 3.000
H10 1.997 -0.017 2.966
P2 -0.417 -1.042 -2.540
C14 -3.168 -1.029 2.235
C15 -3.908 -1.251 3.557
H11 -2.788 0.003 2.183
H12 -2.330 -1.735 2.119
H13 -3.277 -0.984 4.407
H14 -4.805 -0.629 3.610
H15 -4.225 -2.291 3.677
C16 -3.979 -2.742 -0.073
C17 -5.308 -3.329 -0.556
H16 -3.472 -3.446 0.601
H17 -3.305 -2.492 -0.904
H18 -5.187 -4.349 -0.933
H19 -6.031 -3.374 0.264
H20 -5.758 -2.720 -1.346
C18 -4.110 0.179 -0.230
C19 -5.120 1.292 0.069
H21 -4.295 -0.229 -1.234
H22 -3.066 0.516 -0.196
H23 -5.070 2.071 -0.691
H24 -6.131 0.889 0.041
H25 -4.985 1.748 1.055
C20 -0.866 0.525 -3.420
C21 -0.320 0.632 -4.848
H26 -0.505 1.347 -2.771
H27 -1.971 0.572 -3.419
H28 0.707 1.014 -4.851
H29 -0.345 -0.310 -5.416
H30 -0.939 1.356 -5.386
C22 -1.353 -2.397 -3.377
C23 -0.876 -3.805 -3.011
H31 -1.249 -2.215 -4.460
H32 -2.414 -2.258 -3.081
H33 0.103 -4.026 -3.454
H34 -0.810 -3.965 -1.928
H35 -1.594 -4.542 -3.382
C24 1.393 -1.360 -2.757
C25 2.270 -0.125 -2.518
H36 1.499 -1.757 -3.771
H37 1.688 -2.169 -2.070
H38 3.298 -0.464 -2.334
H39 2.253 0.579 -3.367
H40 1.965 0.420 -1.613
C26 -1.148 4.163 0.461
N2 0.065 3.336 0.602
C27 1.351 4.065 0.609
C28 0.037 2.038 0.481
N3 -0.051 0.870 0.343
H41 -0.904 5.190 0.706
H42 -1.949 3.825 1.123
H43 -1.563 4.138 -0.543
H44 1.946 3.810 1.498
H45 1.954 3.871 -0.288
H46 1.139 5.134 0.666

Results
ΔE to the lowest compared entry with this formula, charge and spin	9.2	kcal/mol
HOMO-LUMO gap	5.3	eV
DFT total energy	-4682.6014	Ha
HOMO level	-0.4507	Ha
charge	+2



[2]
# C28H46BrCdN3P2S

C28H46BrCdN3P2S as an isolated structure (ωB97M-V/def2-TZVPD, OMol25).

Positions of all 82 atoms, in Å:
N1 -5.333 3.721 -4.223
C1 -5.415 4.222 -2.995
C2 -4.805 3.610 -1.895
C3 -3.970 2.481 -2.120
C4 -3.967 1.943 -3.431
C5 -4.660 2.598 -4.445
C6 -3.066 1.935 -1.117
Cd1 -1.132 0.221 0.005
P1 3.912 -0.451 0.346
C7 -1.673 1.770 -1.431
C8 -0.657 2.828 -1.140
C9 0.514 2.810 -1.910
C10 1.618 3.576 -1.562
C11 1.545 4.423 -0.435
C12 0.304 4.598 0.212
C13 -0.799 3.809 -0.142
Br1 3.080 5.307 0.177
H1 -3.457 1.763 -0.100
H2 -1.476 1.225 -2.385
H3 -4.889 4.076 -0.926
H4 -3.382 1.040 -3.661
H5 -5.965 5.155 -2.892
H6 -4.636 2.213 -5.472
H7 0.533 2.145 -2.795
H8 -1.763 3.921 0.354
H9 2.488 3.550 -2.199
H10 0.178 5.368 0.976
P2 -1.170 -2.395 -0.576
C14 3.692 1.354 0.250
C15 5.008 2.041 -0.136
H11 3.347 1.719 1.227
H12 2.910 1.559 -0.492
H13 4.923 3.125 0.007
H14 5.850 1.685 0.475
H15 5.264 1.874 -1.191
C16 3.390 -1.044 -1.303
C17 4.481 -1.890 -1.968
H16 3.191 -0.136 -1.891
H17 2.451 -1.607 -1.188
H18 4.202 -2.095 -3.008
H19 5.450 -1.371 -1.980
H20 4.613 -2.858 -1.469
C18 2.701 -1.151 1.526
C19 3.470 -1.878 2.636
H21 2.038 -1.842 0.977
H22 2.078 -0.331 1.934
H23 2.819 -2.563 3.182
H24 4.304 -2.464 2.230
H25 3.878 -1.167 3.363
C20 -0.922 -3.305 1.036
C21 -1.582 -4.672 1.265
H26 -1.248 -2.603 1.821
H27 0.165 -3.435 1.148
H28 -2.641 -4.597 1.559
H29 -1.519 -5.343 0.394
H30 -1.066 -5.189 2.087
C22 -0.031 -3.409 -1.640
C23 0.210 -2.870 -3.044
H31 -0.451 -4.426 -1.705
H32 0.913 -3.490 -1.082
H33 -0.691 -2.979 -3.666
H34 0.503 -1.810 -3.046
H35 1.022 -3.433 -3.531
C24 -2.795 -3.092 -1.097
C25 -3.933 -2.591 -0.212
H36 -2.737 -4.180 -1.090
H37 -2.965 -2.810 -2.150
H38 -4.483 -1.763 -0.683
H39 -4.669 -3.383 -0.013
H40 -3.569 -2.225 0.761
S1 -1.968 0.583 2.355
C26 -0.770 0.337 3.558
N2 0.542 0.685 3.579
C27 1.147 0.511 4.892
C28 0.019 -0.081 5.723
N3 -1.078 -0.159 4.775
H41 1.043 1.068 2.788
H42 1.495 1.453 5.320
H43 2.017 -0.152 4.846
H44 -0.249 0.553 6.575
H45 0.267 -1.076 6.096
H46 -1.992 -0.541 4.984

Results
HOMO-LUMO gap (spin up / spin down)	4.4 / 4.4	eV
DFT total energy	-5080.8167	Ha
HOMO level (spin up / spin down)	-0.4532 / -0.4532	Ha
charge	+2



[3]
# C28H46ClN3O7

A 3-piece molecular cluster, C28H46ClN3O7 overall (ωB97M-V/def2-TZVPD, OMol25).

Positions of all 85 atoms, in Å:
C1 -1.030 2.954 2.399
N1 -0.724 2.674 0.987
C2 0.070 1.461 0.790
C3 -0.256 3.786 0.330
O1 -0.616 4.899 0.643
C4 0.696 3.670 -0.868
C5 2.118 3.372 -0.515
C6 2.925 2.537 -1.158
C7 2.695 1.721 -2.364
C8 2.153 0.350 -2.059
O2 2.062 -0.140 -0.978
Cl1 1.662 -0.539 -3.523
C9 4.216 2.584 -0.377
O3 5.043 1.726 -0.277
O4 4.216 3.780 0.303
C10 2.873 3.973 0.632
O5 2.484 4.487 1.629
H1 -0.522 3.828 2.777
H2 -2.101 3.033 2.513
H3 -0.733 2.113 3.011
H4 1.121 1.588 1.023
H5 -0.282 0.696 1.463
H6 -0.076 1.087 -0.210
H7 0.319 2.922 -1.558
H8 0.640 4.620 -1.373
H9 1.993 2.245 -2.998
H10 3.627 1.616 -2.907
C11 3.018 1.197 6.406
C12 1.693 0.397 6.375
C13 1.767 -0.776 7.355
C14 2.651 -1.925 6.871
C15 2.245 -2.368 5.467
C16 2.201 -1.213 4.467
N2 1.403 -0.066 4.987
O6 0.147 -0.332 4.873
C17 3.637 -0.766 4.132
C18 1.622 -1.703 3.147
C19 0.615 1.367 6.849
H11 3.877 0.588 6.686
H12 3.225 1.660 5.442
H13 2.967 2.005 7.134
H14 0.759 -1.166 7.531
H15 2.129 -0.415 8.320
H16 3.705 -1.635 6.892
H17 2.557 -2.768 7.559
H18 2.935 -3.133 5.105
H19 1.260 -2.842 5.519
H20 3.631 0.126 3.504
H21 4.152 -1.553 3.581
H22 4.249 -0.562 5.007
H23 0.638 -2.155 3.263
H24 2.267 -2.462 2.707
H25 1.540 -0.879 2.435
H26 0.512 2.209 6.162
H27 0.888 1.762 7.827
H28 -0.357 0.889 6.957
C20 -3.023 -3.623 -4.553
C21 -3.358 -2.140 -4.262
C22 -4.838 -1.872 -4.545
C23 -5.179 -1.814 -6.033
C24 -4.262 -0.832 -6.759
C25 -2.778 -1.109 -6.519
N3 -2.473 -1.247 -5.067
O7 -2.465 -0.074 -4.531
C26 -2.359 -2.378 -7.284
C27 -1.947 0.014 -7.132
C28 -3.099 -1.944 -2.772
H29 -3.668 -4.066 -5.311
H30 -1.987 -3.741 -4.871
H31 -3.143 -4.231 -3.657
H32 -5.127 -0.921 -4.088
H33 -5.440 -2.642 -4.059
H34 -5.110 -2.808 -6.484
H35 -6.217 -1.499 -6.154
H36 -4.465 -0.860 -7.831
H37 -4.503 0.183 -6.426
H38 -1.331 -2.655 -7.044
H39 -2.408 -2.197 -8.358
H40 -2.997 -3.237 -7.093
H41 -2.231 0.994 -6.752
H42 -2.094 0.031 -8.212
H43 -0.884 -0.134 -6.938
H44 -2.046 -2.102 -2.530
H45 -3.686 -2.665 -2.205
H46 -3.387 -0.953 -2.425

Results
HOMO-LUMO gap (spin up / spin down)	7.8 / 8.7	eV
<S²>	2.008
DFT total energy	-2245.5293	Ha
HOMO level (spin up / spin down)	-0.3134 / -0.3462	Ha
2S+1	3



[4]
# C28H46CoN4Si4Te

C28H46CoN4Si4Te as an isolated structure (ωB97M-V/def2-TZVPD, OMol25).

Positions of all 84 atoms, in Å:
Co1 1.117 -0.844 -0.079
C1 2.707 -1.367 2.482
N1 1.361 -1.000 2.037
C2 0.408 -2.033 2.473
C3 0.997 0.339 2.565
C4 1.193 1.402 1.517
C5 1.427 2.727 1.864
C6 1.517 3.698 0.875
C7 1.364 3.336 -0.458
C8 1.144 2.005 -0.799
C9 1.063 1.014 0.177
H1 2.748 -1.459 3.574
H2 3.423 -0.607 2.172
H3 2.995 -2.318 2.035
H4 0.357 -2.095 3.568
H5 0.722 -2.997 2.074
H6 -0.575 -1.816 2.061
H7 1.578 0.561 3.467
H8 -0.054 0.304 2.871
H9 1.536 3.008 2.907
H10 1.696 4.732 1.143
H11 1.419 4.091 -1.233
H12 1.038 1.734 -1.844
N2 10.216 4.401 0.459
C10 9.359 3.652 0.307
C11 8.287 2.705 0.108
C12 7.011 2.983 0.584
C13 5.989 2.068 0.403
C14 6.251 0.879 -0.267
C15 7.522 0.599 -0.753
C16 8.543 1.513 -0.559
N3 5.205 -0.065 -0.459
C17 5.328 -1.417 -0.724
C18 4.063 -1.904 -0.783
N4 3.163 -0.887 -0.556
C19 3.877 0.195 -0.368
H13 6.817 3.911 1.103
H14 5.006 2.286 0.797
H15 7.718 -0.312 -1.299
H16 9.534 1.305 -0.937
H17 6.279 -1.902 -0.833
H18 3.738 -2.911 -0.981
H19 3.466 1.175 -0.198
C20 -5.342 0.920 -2.687
Si1 -3.523 0.463 -2.576
C21 -3.066 -0.402 -4.170
C22 -2.528 2.039 -2.414
Si2 -3.026 -0.973 -0.788
Te1 -0.762 -1.843 -1.387
Si3 -3.369 0.135 1.237
C23 -5.192 0.593 1.299
C24 -3.064 -0.874 2.790
C25 -2.372 1.714 1.332
Si4 -4.322 -2.920 -0.877
C26 -6.173 -2.608 -0.880
C27 -3.907 -3.877 -2.431
C28 -3.905 -3.980 0.614
H20 -5.511 1.492 -3.604
H21 -5.671 1.533 -1.847
H22 -5.981 0.036 -2.722
H23 -3.188 0.289 -5.009
H24 -3.710 -1.266 -4.345
H25 -2.035 -0.754 -4.152
H26 -2.546 2.591 -3.358
H27 -1.491 1.829 -2.156
H28 -2.938 2.687 -1.637
H29 -5.830 -0.292 1.279
H30 -5.490 1.232 0.468
H31 -5.393 1.132 2.229
H32 -3.653 -1.791 2.798
H33 -3.387 -0.258 3.635
H34 -2.022 -1.148 2.957
H35 -2.752 2.459 0.631
H36 -1.322 1.560 1.091
H37 -2.441 2.133 2.341
H38 -6.480 -1.991 -1.725
H39 -6.523 -2.121 0.031
H40 -6.688 -3.570 -0.964
H41 -4.205 -3.333 -3.329
H42 -4.444 -4.830 -2.418
H43 -2.839 -4.082 -2.506
H44 -4.343 -3.575 1.528
H45 -2.824 -4.046 0.754
H46 -4.294 -4.992 0.475

Results
HOMO-LUMO gap (spin up / spin down)	6.4 / 6.5	eV
<S²>	0.944
DFT total energy	-4122.3960	Ha
HOMO level (spin up / spin down)	-0.2512 / -0.2545	Ha
2S+1	2



[5]
# C28H46F6OP2Pt

C28H46F6OP2Pt as an isolated structure (ωB97M-V/def2-TZVPD, OMol25).

Positions of all 84 atoms, in Å:
Pt1 -0.123 -1.141 -2.310
C1 -0.098 -2.750 1.389
C2 1.242 -2.755 0.909
C3 1.163 -1.444 2.785
C4 -0.147 -1.894 2.526
C5 2.015 -1.910 1.742
C6 -1.202 -3.568 0.860
H1 -0.978 -3.965 -0.141
H2 -2.131 -2.982 0.804
H3 -1.378 -4.442 1.518
C7 -1.317 -1.576 3.371
H4 -2.211 -2.105 3.034
H5 -1.514 -0.495 3.383
H6 -1.112 -1.856 4.410
C8 1.536 -0.710 4.019
H7 1.313 -1.327 4.909
H8 0.970 0.229 4.147
H9 2.608 -0.487 4.027
C9 3.449 -1.598 1.582
H10 4.043 -2.046 2.392
H11 3.606 -0.509 1.573
H12 3.845 -1.993 0.643
C10 1.798 -3.614 -0.160
H13 2.221 -4.537 0.259
H14 2.588 -3.084 -0.705
H15 1.037 -3.896 -0.890
C11 -0.899 -0.210 -4.040
C12 -1.164 -1.629 -4.010
C13 -0.378 -2.645 -4.795
C14 1.164 -2.615 -4.515
C15 1.572 -1.865 -3.264
C16 1.733 -0.447 -3.115
C17 1.450 0.658 -4.117
C18 0.153 0.436 -4.906
H16 -0.606 -2.554 -5.876
H17 1.687 -2.300 -5.427
H18 -0.747 -3.646 -4.511
H19 0.313 -0.161 -5.812
H20 -1.768 0.431 -3.831
H21 -2.214 -1.874 -3.826
H22 -0.222 1.418 -5.244
H23 1.372 1.603 -3.537
H24 2.450 -0.145 -2.335
H25 2.277 0.868 -4.808
H26 1.481 -3.652 -4.345
H27 2.167 -2.450 -2.555
P1 -1.642 -0.017 -0.868
P2 1.464 1.213 -0.015
C19 -1.146 1.731 -1.414
C20 0.128 2.315 -0.743
H28 -2.016 2.366 -1.178
H29 -1.030 1.746 -2.512
H30 0.651 2.928 -1.491
H31 -0.173 2.970 0.095
C21 1.681 1.816 1.676
H32 2.110 1.025 2.309
H33 0.657 2.087 2.091
H34 2.315 2.712 1.664
C22 3.119 1.737 -0.642
H35 3.038 2.659 -1.236
H36 3.576 0.934 -1.239
H37 3.762 1.892 0.241
C23 -2.215 0.256 0.808
H38 -2.394 -0.687 1.319
H39 -3.152 0.821 0.770
H40 -1.518 0.866 1.402
C24 -3.140 -0.904 -1.483
H41 -3.748 -1.240 -0.621
H42 -2.839 -1.801 -2.033
H43 -3.737 -0.274 -2.140
C25 -0.574 4.288 3.542
C26 -1.511 3.267 2.934
O1 -0.881 2.257 2.288
C27 -2.361 2.606 4.099
F1 -2.993 3.521 4.879
F2 -3.294 1.736 3.642
F3 -1.521 1.897 4.915
C28 -2.457 4.037 1.926
F4 -3.174 5.030 2.524
F5 -1.673 4.630 0.964
F6 -3.337 3.230 1.277
H44 0.031 3.801 4.318
H45 -1.140 5.119 3.973
H46 0.093 4.664 2.754

Results
ΔE to the lowest compared entry with this formula, charge and spin	23.4	kcal/mol
HOMO-LUMO gap (spin up / spin down)	6.7 / 5.1	eV
<S²>	6.012
DFT total energy	-2570.2258	Ha
HOMO level (spin up / spin down)	-0.4671 / -0.4949	Ha
charge	+2
2S+1	5



[6]
# C28H46FN3ORhSSb

C28H46FN3ORhSSb as an isolated structure (ωB97M-V/def2-TZVPD, OMol25).

Positions of all 82 atoms, in Å:
Rh1 -0.010 -0.813 -1.081
F1 5.688 -1.918 -2.652
C1 4.459 -1.607 -2.242
C2 4.303 -0.630 -1.275
C3 3.021 -0.307 -0.848
C4 1.926 -0.968 -1.374
C5 2.106 -1.927 -2.363
C6 3.378 -2.264 -2.805
H1 5.175 -0.129 -0.877
H2 2.891 0.489 -0.125
H3 1.256 -2.447 -2.806
H4 3.540 -3.012 -3.569
C7 -3.933 -3.036 -4.612
N1 -3.628 -2.361 -3.340
C8 -4.720 -1.958 -2.457
C9 -2.385 -2.088 -3.028
O1 -2.036 -1.474 -1.989
H5 -4.967 -3.365 -4.591
H6 -3.297 -3.909 -4.740
H7 -3.802 -2.359 -5.454
H8 -5.550 -2.646 -2.585
H9 -5.062 -0.950 -2.695
H10 -4.383 -1.988 -1.424
H11 -1.643 -2.456 -3.744
C10 -1.999 1.203 1.819
C11 -1.670 -0.251 2.156
C12 -1.832 -0.477 3.662
C13 -2.622 -1.191 1.418
Sb1 0.362 -0.619 1.415
C14 1.747 0.747 2.446
C15 1.199 0.987 3.852
C16 3.128 0.100 2.576
C17 1.824 2.072 1.689
C18 0.806 -2.742 1.554
C19 0.059 -3.339 0.352
C20 0.292 -3.348 2.857
C21 2.303 -2.993 1.400
H12 -3.005 1.430 2.187
H13 -1.989 1.382 0.746
H14 -1.314 1.905 2.297
H15 -2.897 -0.385 3.897
H16 -1.312 0.262 4.261
H17 -1.518 -1.467 3.983
H18 -3.648 -0.896 1.662
H19 -2.504 -2.226 1.741
H20 -2.519 -1.148 0.332
H21 1.026 0.063 4.404
H22 0.287 1.580 3.850
H23 1.954 1.556 4.400
H24 3.112 -0.732 3.279
H25 3.807 0.854 2.983
H26 3.552 -0.258 1.637
H27 0.843 2.517 1.517
H28 2.324 1.981 0.726
H29 2.403 2.771 2.300
H30 -1.023 -3.259 0.439
H31 0.309 -4.401 0.263
H32 0.393 -2.893 -0.606
H33 -0.792 -3.290 2.944
H34 0.741 -2.883 3.736
H35 0.565 -4.408 2.878
H36 2.715 -2.529 0.503
H37 2.459 -4.073 1.315
H38 2.866 -2.653 2.265
N2 -2.298 1.428 -2.005
C22 -1.193 2.130 -1.744
S1 0.339 1.356 -1.468
N3 -1.289 3.448 -1.671
C23 -0.250 4.398 -1.375
C24 -0.550 5.411 -0.478
C25 0.408 6.367 -0.181
C26 1.660 6.304 -0.779
C27 1.941 5.297 -1.691
C28 0.982 4.344 -2.005
H39 -2.260 0.421 -2.119
H40 -3.177 1.888 -2.184
H41 -2.214 3.848 -1.765
H42 -1.527 5.451 -0.009
H43 0.174 7.160 0.515
H44 2.407 7.051 -0.550
H45 2.902 5.264 -2.185
H46 1.186 3.603 -2.766

Results
ΔE to the lowest compared entry with this formula, charge and spin	1.0	kcal/mol
HOMO-LUMO gap	7.3	eV
DFT total energy	-2182.3607	Ha
HOMO level	-0.5077	Ha
charge	+2



Which value of DFT total energy does entry 5 give? -2570.2258 Ha



What is the DFT total energy in the first record? -4682.6014 Ha



DFT total energy of number 5 (C28H46F6OP2Pt)? -2570.2258 Ha



Number 4 is which compound? C28H46CoN4Si4Te